Molecular formula: C47H91FeN3O17
Method: DFT, ωB97M-V with the def2-TZVPD basis set

Structure (ORCA input):
```
! RIJCOSX wB97M-V def2-TZVPD def2/J DEFGRID3
* xyz 1 6
Fe -3.5977 31.0775 3.4565
O -10.8414 33.4793 3.6451
O -2.6533 27.3069 5.1469
O -10.7786 36.3129 4.6423
O -4.0412 32.6244 2.5679
O -2.4877 29.3698 4.2786
O -2.0581 32.1339 4.4892
O -3.5437 38.2915 9.9489
O -10.4974 33.8279 9.8702
O -9.1236 26.3193 9.3178
O -12.6077 37.6436 4.6363
O -11.7116 36.9063 6.5525
O -1.1631 28.7381 5.9292
O -1.7387 33.8598 5.8533
O -10.4016 32.9887 1.5153
O -4.5866 31.0930 5.0150
O -0.3053 32.1747 5.8661
O -11.6731 34.7824 2.0271
N -3.3388 38.3950 8.5491
N -9.5809 34.1138 10.9213
N -7.7628 26.6919 9.2532
C -5.7758 27.4295 10.3767
C -7.5360 26.3292 11.6671
C -8.4986 36.0375 5.3291
C -4.2000 38.0528 6.3173
C -9.6775 36.6663 10.7158
C -1.9441 25.2875 6.1900
C -2.1790 28.5383 5.0968
C -8.4397 31.5636 1.7580
C -8.2077 33.8521 10.4850
C -7.5725 35.2394 12.6115
C -5.3323 28.1649 9.1333
C -4.4614 37.8406 7.8098
C -11.0423 33.8435 2.3352
C -9.9053 35.3997 11.5575
C -4.8502 34.9298 2.7003
C -3.2774 40.8765 8.8007
C -7.3894 27.1946 7.9289
C -2.2671 26.7381 6.4466
C -1.0714 27.5940 6.8320
C -9.9406 35.7032 5.6297
C -5.8092 31.3305 5.6240
C -7.3333 33.9836 11.7492
C -4.4899 33.7195 1.8450
C -11.7822 37.0079 5.2012
C -5.8670 27.4509 7.8850
C -5.8274 38.4495 8.1449
C -9.8139 32.4856 3.7039
C -1.4037 32.6942 5.3283
C -9.8090 31.9454 2.2636
C -10.5311 36.1997 6.9540
C -11.3703 35.4137 11.9653
C -8.0344 32.4009 10.0561
C -2.5878 39.7992 6.6641
C -1.1691 39.5368 8.6678
C -6.1166 32.8210 5.8236
C -7.6732 26.0490 6.9575
C 0.1870 33.1143 6.8270
C -3.9109 39.5162 5.9934
C -8.1037 28.4845 7.4667
C -0.9551 35.1457 7.8369
C -7.2774 27.2890 10.5028
C -2.6157 39.6267 8.2022
C -9.0480 35.4498 12.8185
C -4.5559 36.3327 8.0359
C -0.6059 34.4076 6.5809
C -7.9744 28.6349 10.7887
C -7.6998 34.7199 9.3396
H -5.2004 26.5014 10.4478
H -3.1089 26.8937 7.1202
H -4.5177 36.1187 9.1067
H -8.6095 26.2431 11.8373
H -0.0113 35.3205 8.3658
H -11.6900 34.4813 12.4334
H -0.1021 27.1133 6.7112
H -10.2178 36.5581 9.7742
H -8.6113 36.7667 10.5222
H -2.6997 24.7317 5.6486
H -7.1546 34.1870 8.5542
H -5.8386 30.8762 6.6183
H -7.0539 36.0386 12.0668
H -8.8888 32.9940 3.9930
H -5.5526 35.9846 7.7483
H -0.6752 38.7002 8.1682
H -7.3964 29.1014 11.5903
H -5.3527 27.9736 11.2321
H -10.0238 37.5857 11.1851
H -6.6595 38.1530 7.5073
H -1.0925 28.0686 7.8111
H -10.9082 33.0029 10.1465
H -5.8010 39.5401 8.0819
H -2.8902 37.6374 10.2167
H -3.4948 40.7592 9.8613
H -4.0849 35.0004 3.4765
H -10.8798 35.4326 7.6453
H -8.7603 32.0978 9.2893
H -7.1655 35.6461 9.5500
H -7.9414 29.2680 9.9081
H -7.4948 33.1031 12.3798
H -5.6561 33.1552 6.7580
H -6.9764 35.0769 13.5101
H -7.1019 32.1502 9.5429
H -10.0563 31.6702 4.3818
H -8.1266 30.6778 2.3003
H -5.6817 28.1183 7.0352
H -8.1504 31.6659 10.8548
H -2.6981 41.7878 8.6458
H -9.1287 28.4916 7.8375
H -6.0506 38.2366 9.1939
H -3.7405 33.9847 1.0909
H -9.2720 36.3460 13.4038
H -6.6433 30.9365 5.0306
H -7.7754 32.4358 1.7617
H -8.5419 35.0616 8.7189
H -11.5071 36.2082 12.7075
H -4.2298 41.0693 8.2992
H -4.9398 35.8006 2.0574
H -8.4645 31.4766 0.6670
H -9.9019 36.9040 7.5034
H -5.3538 26.5116 7.6627
H -1.8049 24.8670 7.1972
H -2.2433 40.8067 6.4271
H -0.6672 40.4583 8.3582
H -8.1628 37.0085 5.7015
H -5.5358 29.2353 9.0888
H -0.9372 25.1339 5.7999
H -8.7209 25.8491 6.7300
H -1.4267 36.1009 7.6109
H -7.0603 26.6943 12.5763
H -8.0633 28.5789 6.3813
H -7.8401 35.3475 5.8736
H -5.7451 33.4656 5.0277
H -3.8721 39.5525 4.9010
H 0.0118 32.7607 7.8462
H -1.5243 34.6061 8.5952
H -4.7387 40.1697 6.2665
H -12.0858 35.7133 11.1991
H -10.4760 31.0782 2.2968
H -7.1555 25.3316 11.4395
H -5.7857 34.7729 3.2408
H -9.0780 25.4026 9.6094
H -0.0395 35.0508 5.9048
H -7.1981 26.1913 5.9822
H -8.2623 35.9125 4.2736
H -9.3978 34.6457 13.4801
H -7.1895 32.9751 5.9554
H 1.2646 33.2359 6.7470
H -7.2756 25.1385 7.4108
H -1.8385 39.0692 6.3434
H -3.3753 37.4488 5.9225
H -8.9994 28.4497 11.1000
H -10.0546 34.6283 5.4971
H -1.0018 39.4995 9.7446
H -7.6025 29.3642 7.8792
H -4.2440 28.0432 9.0488
H -6.2684 33.9133 11.5045
H -5.3682 33.4464 1.2421
H -3.8473 35.7532 7.4444
H -5.0671 37.6811 5.7595
*
```

The calculation puts the max |F| at 3.558 eV Å⁻¹. The expectation value of S² is 8.7689. The LUMO energy (alpha / beta) is -2.90 / -4.57 eV. For the HOMO energy (alpha / beta), the calculation gives -10.142 / -10.141 eV.



Molecular formula: C2H7NS
Method: DFT, ωB97M-V with the def2-TZVPD basis set

Structure (ORCA input):
```
! RIJCOSX wB97M-V def2-TZVPD def2/J DEFGRID3
* xyz 0 1
S -0.5276 1.6636 1.0895
N 0.1866 0.2514 0.7245
C -0.5370 -1.0353 0.9128
C 0.5950 0.1418 -1.6054
H 0.0364 -1.9684 0.5396
H 1.2607 -0.6512 -1.6641
H 0.6503 2.5046 1.2960
H -0.4184 -0.0254 -1.7708
H -1.5982 -1.0401 0.5824
H 1.0102 1.1505 -2.1191
H -0.6580 -0.9916 2.0146
*
```

The calculation puts the max |F| at 4.212 eV Å⁻¹. The LUMO energy (alpha / beta) is 0.16 / 0.53 eV. The energy above the lowest of the compared OMol25 structures with the same formula, charge and spin comes out at 103.4 kcal per mole. For the HOMO energy (alpha / beta), the calculation gives -7.931 / -7.923 eV.



Molecular formula: C5H8N2O3
Method: DFT, ωB97M-V with the def2-TZVPD basis set

Structure (ORCA input):
```
! RIJCOSX wB97M-V def2-TZVPD def2/J DEFGRID3
* xyz 0 1
O 0.3219 0.7953 1.2161
O -1.7459 1.2411 -0.5235
O 0.0487 -1.6621 -3.2701
N -0.9292 -0.7190 0.5541
N -0.5996 -0.1062 -1.7660
C 0.8066 2.0553 1.7529
C -1.0698 0.2287 -0.5378
C -0.0270 -1.2607 -2.0470
C 0.4246 -2.0668 -0.8718
C 0.1687 -1.6888 0.3398
H 1.6326 2.5361 1.1018
H 1.2348 -2.9108 -0.9241
H -1.1866 -0.4783 1.4197
H 1.1950 1.7971 2.7652
H -0.8074 0.8530 -2.3940
H -0.0108 2.7540 1.7674
H 0.0543 0.9237 0.2588
H 0.4890 -2.2916 1.1584
*
```

The calculation puts the max |F| at 8.842 eV Å⁻¹. The LUMO energy is 0.36 eV. The energy above the lowest of the compared OMol25 structures with the same formula, charge and spin comes out at 86.2 kcal per mole. For the HOMO energy, the calculation gives -9.393 eV.



Molecular formula: C4H5ClFNS
Method: DFT, ωB97M-V with the def2-TZVPD basis set

Structure (ORCA input):
```
! RIJCOSX wB97M-V def2-TZVPD def2/J DEFGRID3
* xyz 0 1
Cl 0.8308 -2.4311 1.7880
S -0.7230 2.7420 0.8708
F -1.2160 -1.2530 0.7645
N 0.4550 0.8080 -0.5605
C 0.1671 -0.4727 -1.2821
C 0.6951 -0.3905 0.0992
C 0.0258 -0.9861 1.2594
C -0.4295 1.9198 -0.4582
H -1.0166 -0.7076 -1.4629
H -1.0533 2.3573 -1.2327
H 0.7690 -0.8757 -2.1376
H 1.7497 -0.5120 0.2317
H -0.2541 -0.1984 2.1205
*
```

The calculation puts the max |F| at 4.465 eV Å⁻¹. The LUMO energy is 0.20 eV. The energy above the lowest of the compared OMol25 structures with the same formula, charge and spin comes out at 50.4 kcal per mole. For the HOMO energy, the calculation gives -8.776 eV.



Molecular formula: C32H43BrHoN7O4S
Method: DFT, ωB97M-V with the def2-TZVPD basis set

Structure (ORCA input):
```
! RIJCOSX wB97M-V def2-TZVPD def2/J DEFGRID3
* xyz 2 5
Ho 0.4394 -0.0549 -0.5559
Br -0.4736 -3.5818 -0.9025
S -0.3290 -1.0403 2.0549
O 0.4575 -0.9863 3.2524
O 0.4270 -1.6622 0.9282
O -0.6016 -1.1092 -2.8046
O -2.1665 0.4188 -1.2372
N 2.8032 0.6738 -1.7933
N 2.5375 0.1816 1.0299
N 2.0671 -2.5854 -1.2428
N -0.6899 0.3766 1.4124
N 0.1656 1.6724 -2.5552
N 1.1640 2.3250 -0.0591
N -1.0643 2.6142 1.6177
C 1.9453 2.5744 0.9961
C 0.8038 3.3451 -0.8400
C -5.6000 -3.9673 2.2484
C -3.4156 -3.3487 3.3212
C -1.5065 1.2643 3.5487
C 0.0990 -1.8543 -3.8031
C 1.2920 1.6749 -3.5016
C 3.4009 -2.7048 -1.2673
C 2.0037 4.9131 0.5026
C -1.8391 -1.9598 2.2025
C -1.0901 1.4177 2.2207
C 1.4115 -3.6182 -0.7241
C 3.8700 0.1422 0.4194
C 4.0961 -3.7736 -0.7333
C -2.0157 -1.2861 -2.9534
C -1.8449 2.3920 4.2673
C 2.3767 3.8569 1.3175
C -3.0573 1.3210 -0.5712
C 3.9196 0.9702 -0.8730
C -1.7712 3.6395 3.6561
C -1.3907 3.6863 2.3310
C -3.9070 -2.4988 1.1323
C 3.3832 -4.7928 -0.1184
C 2.0007 -4.7261 -0.1347
C -0.1064 3.0087 -1.9941
C -2.6876 -1.8536 1.1133
C -2.1901 -2.6998 3.3142
C 1.2072 4.6518 -0.6016
C -2.7713 -0.0642 -2.4345
C -4.2894 -3.2544 2.2403
C 2.6412 1.7490 -2.7883
C 2.3288 1.3894 1.8413
H -2.4902 1.8124 0.2207
H 4.8955 0.8135 -1.3520
H 3.8900 -5.6270 0.3392
H -3.8140 -0.3576 -2.2505
H 1.3921 -5.5055 0.2927
H 3.4362 1.7253 -3.5426
H -3.6993 -3.9393 4.1790
H 1.1541 -1.8430 -3.5405
H -1.5132 -2.7593 4.1540
H 3.9440 -1.9136 -1.7689
H -2.3712 -1.2588 0.2684
H 3.8522 2.0257 -0.6034
H -3.4389 2.0674 -1.2764
H 5.1727 -3.8075 -0.7924
H -0.0495 -1.4039 -4.7910
H -3.9058 0.7779 -0.1402
H -5.4881 -4.9309 1.7526
H -2.7825 0.7424 -3.1850
H -2.2634 -1.4233 -4.0102
H 3.2124 1.6231 2.4512
H 1.5000 1.1883 2.5288
H 4.6373 0.5384 1.1023
H -2.0148 4.5413 4.1908
H 3.0025 4.0170 2.1807
H -6.3616 -3.4082 1.7106
H -1.3330 4.6223 1.7881
H -0.6556 1.4211 -3.0989
H -5.9449 -4.1476 3.2624
H 1.2316 2.5318 -4.1856
H -4.5736 -2.4233 0.2875
H -0.2520 -2.8874 -3.8362
H -2.3296 -2.1837 -2.4090
H -0.0378 3.7926 -2.7618
H 2.3410 5.9141 0.7178
H 4.1141 -0.9020 0.2197
H 3.0466 -0.1700 -2.3130
H -1.1221 3.0094 -1.5880
H 2.7056 2.7066 -2.2677
H 2.4495 -0.6075 1.6714
H 0.9088 5.4496 -1.2634
H -1.5419 0.2791 3.9860
H -2.1681 2.2999 5.2930
H 1.2340 0.7651 -4.1018
*
```

The calculation puts the max |F| at 2.603 eV Å⁻¹. The expectation value of S² is 6.0034. The LUMO energy (alpha / beta) is -4.56 / -4.53 eV. For the HOMO energy (alpha / beta), the calculation gives -13.290 / -13.297 eV.



Molecular formula: C27H23NO5S2
Method: DFT, ωB97M-V with the def2-TZVPD basis set

Structure (ORCA input):
```
! RIJCOSX wB97M-V def2-TZVPD def2/J DEFGRID3
* xyz 0 1
S -0.5532 0.4132 3.8576
S -0.1988 0.1650 0.8385
O -0.2466 -0.5445 4.8951
O -1.5906 -0.4953 0.1475
O -0.1019 1.5967 0.6249
O -2.2778 1.5358 -1.8607
O -1.6705 1.3266 3.9827
N -3.1552 -1.0409 -1.4174
C -0.7671 -0.4681 2.3041
C -1.4175 0.6685 -1.8230
C -4.8385 -2.4081 -2.3830
C -3.5067 -2.1112 -2.1667
C 3.3440 1.5234 3.4546
C 2.1618 -2.9055 -0.4704
C 1.8726 2.4126 -2.4433
C 2.1870 0.8655 3.8758
C 3.3923 -2.2586 -0.5946
C -5.4470 -0.6037 -0.9189
C -0.0079 0.9121 -2.2585
C -4.1036 -0.3138 -0.7451
C 0.8420 2.6266 2.9071
C 0.6909 -0.0746 -2.9694
C -1.6182 -1.5337 2.0267
C 0.5527 2.1845 -2.0728
C -1.7160 -0.6908 -1.2269
C -5.8360 -1.6629 -1.7471
C 3.2477 2.7246 2.7462
C 2.6039 1.4008 -3.0799
C 1.9961 3.2908 2.4986
C 2.3699 -0.1893 0.0960
C 3.4973 -0.8974 -0.3070
C 2.0127 0.1618 -3.3477
C 1.1181 -0.8277 0.1704
C 0.9391 1.3913 3.5435
C 1.0231 -2.2054 -0.0610
H -5.0783 -3.2208 -3.0638
H 2.0848 -3.9736 -0.6762
H 2.5781 -0.6268 -3.8517
H 1.8994 4.2458 1.9821
H -2.3895 -1.7465 2.7680
H 0.0794 -2.7271 0.0884
H 2.3235 3.3912 -2.2518
H 4.2782 -2.8187 -0.8991
H 4.1518 3.2272 2.3951
H -6.1654 0.0358 -0.4073
H -1.2203 -2.3472 1.4221
H 2.4341 0.8690 0.3576
H -0.0536 2.9746 -1.6266
H 2.2421 -0.0666 4.4355
H -1.1088 -1.5175 -1.6092
H -0.1350 3.0813 2.7550
H 4.3179 1.0897 3.6853
H 0.1855 -1.0176 -3.1895
H 3.6318 1.5950 -3.3969
H -3.7417 0.5016 -0.1223
H 4.4479 -0.3700 -0.3881
H -2.6670 -2.6669 -2.5833
H -6.8931 -1.8803 -1.8993
*
```

The calculation puts the max |F| at 3.126 eV Å⁻¹. The LUMO energy is -1.08 eV. The energy above the lowest of the compared OMol25 structures with the same formula, charge and spin comes out at 246.7 kcal per mole. For the HOMO energy, the calculation gives -4.076 eV.